C17H27FNO2P2V | wB97M-V/def2-TZVPD

Last column: Mulliken charge in e.
Geometry (Å):
V: 0.008 0.137 -0.071  -1.31
P: -2.298 0.312 -0.482  1.05
C: -2.100 0.742 -2.205  -1.71
C: -0.882 1.283 -2.673  1.41
N: 0.235 1.111 -1.870  0.48
C: 1.463 1.430 -2.319  0.61
C: 1.633 2.162 -3.498  -0.89
C: 0.514 2.442 -4.289  -0.47
C: -0.722 1.963 -3.906  -1.06
C: 2.634 1.006 -1.452  -1.29
P: 2.227 -0.450 -0.373  1.22
H: -1.623 2.100 -4.502  0.49
H: 2.635 2.491 -3.765  0.54
H: 0.621 3.020 -5.206  0.44
H: 3.499 0.736 -2.077  0.61
H: 2.965 1.836 -0.799  0.39
H: -2.081 -1.160 -3.595  0.31
H: -2.979 0.833 -2.851  0.53
H: -1.059 -2.967 -2.553  0.40
O: -1.894 -2.117 -3.682  -0.61
H: -2.260 -2.392 -4.536  0.28
H: 0.028 -1.220 -0.769  0.37
O: -0.678 -3.493 -1.802  -0.65
H: 0.225 -3.151 -1.681  0.32
C: 2.780 -1.830 -1.429  -1.41
H: 3.819 -1.681 -1.756  0.44
H: 2.696 -2.766 -0.855  0.41
H: 2.111 -1.884 -2.301  0.38
C: 3.515 -0.371 0.910  -1.29
H: 3.449 -1.273 1.533  0.40
H: 4.517 -0.315 0.462  0.41
H: 3.347 0.513 1.539  0.39
C: -3.195 1.699 0.291  -1.31
H: -4.180 1.829 -0.175  0.43
H: -3.317 1.485 1.360  0.39
H: -2.609 2.620 0.180  0.34
C: -3.427 -1.108 -0.391  -1.22
H: -3.624 -1.305 0.675  0.41
H: -4.367 -0.858 -0.906  0.42
H: -2.934 -1.978 -0.851  0.27
F: -0.393 4.576 4.394  -0.33
C: -0.213 3.585 3.459  0.29
C: 0.400 3.920 2.255  -0.62
C: 0.573 2.908 1.295  -0.20
C: 0.098 1.636 1.579  0.22
C: -0.459 1.297 2.806  -0.21
C: -0.647 2.298 3.770  -0.54
H: 0.742 4.933 2.063  0.43
H: 1.077 3.102 0.348  0.21
H: -0.737 0.258 3.009  0.36
H: -1.106 2.084 4.733  0.44

Values from the calculation:
multiplicity: 4
orbital gap (spin up / spin down): 7.10 / 5.61 eV
ΔE to the lowest compared entry with this formula, charge and spin: 56.83 kcal/mol
total charge: +1
lowest unoccupied orbital energy (spin up / spin down): -3.8 / -5.6 eV

C7H4O5Pd | wB97M-V/def2-TZVPD

Last column: Mulliken charge in e.
Geometry (Å):
Pd: 0.002 0.004 1.558  -0.32
O: 0.153 3.173 1.730  -0.12
C: 0.101 2.046 1.511  0.37
C: -0.093 -2.027 1.337  0.37
O: -0.148 -3.168 1.459  -0.12
C: 2.044 -0.078 1.306  0.37
O: 3.188 -0.134 1.411  -0.12
C: -2.034 0.117 1.260  0.36
O: -3.180 0.172 1.339  -0.12
C: 0.037 0.694 -3.407  -0.14
H: -0.875 1.303 -3.525  0.32
H: 1.003 1.214 -3.505  0.32
C: -0.028 -0.673 -3.468  -0.15
H: 0.881 -1.269 -3.612  0.32
H: -0.989 -1.178 -3.633  0.32
O: -0.038 -0.120 4.696  -0.12
C: -0.024 -0.076 3.543  0.46

Values from the calculation:
multiplicity: 3
orbital gap (spin up / spin down): 6.98 / 4.11 eV
total charge: +2
lowest unoccupied orbital energy (spin up / spin down): -9.0 / -13.0 eV